Model i:
C16H28AsN4O4Ru as an isolated structure, computed with ωB97M-V/def2-TZVPD.

Atoms and positions in Å:
Ru (-0.0969, 0.9445, -0.3781)
As (-0.0844, 0.9584, 2.0455)
O (2.7118, -5.4342, -0.4951)
O (1.4801, -7.2008, -0.6191)
O (-1.0317, -0.7067, -1.4736)
O (0.4813, -1.0092, 0.0348)
N (1.6508, -6.0061, -0.6386)
N (1.7582, 0.7213, -1.3718)
N (-2.1296, 1.3384, -0.1053)
N (-0.2427, 2.9300, -1.2478)
C (-1.7550, -3.5559, -1.1789)
C (1.5867, 1.2967, 2.9406)
C (2.5723, 2.7374, -0.1415)
C (2.0952, 3.8967, -1.0131)
C (-0.7651, -5.7454, -1.0943)
C (-0.5162, -2.9902, -0.8813)
C (-0.3634, -1.5348, -0.7849)
C (-3.2624, 1.2030, -0.2146)
C (2.9652, 1.4733, -0.8897)
C (0.4516, -5.1537, -0.8129)
C (-4.7037, 1.0572, -0.3411)
C (-1.3050, 2.2230, 2.8374)
C (0.9135, 3.5926, -1.9294)
C (-0.6834, -0.7485, 2.6962)
C (0.6037, -3.7903, -0.6888)
C (-1.8774, -4.9319, -1.2717)
H (1.9090, 2.3208, 2.7712)
H (-5.1140, 0.6799, 0.5947)
H (1.9648, -0.2741, -1.3563)
H (-2.8365, -5.3788, -1.4920)
H (-0.9817, 3.2428, 2.6349)
H (-1.0116, 2.8564, -1.9118)
H (-1.6500, -0.9879, 2.2563)
H (1.2071, 2.9564, -2.7652)
H (0.0360, -1.5186, 2.4354)
H (0.5571, 4.5245, -2.3682)
H (2.9062, 4.2401, -1.6582)
H (-0.8275, -6.8217, -1.1715)
H (1.7740, 2.4745, 0.5600)
H (-4.9202, 0.3581, -1.1483)
H (1.8425, 4.7410, -0.3675)
H (3.5307, 0.8035, -0.2453)
H (2.3524, 0.6019, 2.6011)
H (3.5910, 1.7029, -1.7533)
H (-2.3066, 2.0718, 2.4462)
H (3.4076, 3.0609, 0.4800)
H (1.5756, -3.3808, -0.4545)
H (-0.7803, -0.6710, 3.7786)
H (1.4071, 1.1453, 4.0050)
H (-5.1488, 2.0253, -0.5686)
H (-2.6149, -2.9186, -1.3368)
H (-0.5910, 3.5529, -0.5210)
H (1.5766, 0.9669, -2.3428)
H (-1.3082, 2.0606, 3.9149)

As for the spin multiplicity: 2. Its orbital gap (spin up / spin down) is 8.1 / 7.5 eV. For the LUMO energy (spin up / spin down), the calculation gives -6.88 / -7.52 eV. The net charge is +2. As for the highest occupied orbital energy (spin up / spin down): -15.007 / -15.041 eV.

Results of the Mulliken charge analysis, in e, for atoms 1 through 2:
1 Ru 0.4864
2 As 0.9535


Model ii:
C16H28AsN4O4Ru as an isolated structure, computed with ωB97M-V/def2-TZVPD.

Atoms and positions in Å:
Ru (0.1205, -0.1675, -0.1546)
As (2.5606, -0.3138, -0.0330)
O (-0.6701, -0.2736, -2.1211)
O (-1.7514, -1.9253, -6.5939)
O (1.0832, 0.9408, -1.8884)
O (-1.1445, -0.8118, -8.3428)
N (-1.1488, -1.0310, -7.1541)
N (0.1633, 0.3367, 1.9917)
N (-1.0133, 1.7341, -0.0110)
N (-0.9083, -2.1502, -0.3463)
C (1.1729, 1.5185, -4.6990)
C (3.2083, 1.4956, 0.0014)
C (-1.9805, -2.2733, 0.6840)
C (3.4218, -1.1251, -1.5408)
C (0.3259, 0.5654, -4.1293)
C (0.4722, 0.8162, -6.8886)
C (-0.3454, -0.1274, -6.2966)
C (-2.5834, 3.7416, -0.5578)
C (0.2422, 0.4175, -2.6775)
C (1.2344, 1.6487, -6.0757)
C (-0.6623, -0.5905, 2.8266)
C (-1.7019, 2.6173, -0.2578)
C (-0.2797, -2.0268, 2.4971)
C (3.4590, -1.1055, 1.4733)
C (-1.4465, -2.8520, 1.9843)
C (-0.4445, -0.2690, -4.9324)
H (-2.2726, -2.9011, 2.6953)
H (2.9132, 1.9861, 0.9280)
H (-3.2960, 3.4455, -1.3266)
H (-1.1009, -3.8782, 1.8366)
H (-1.9925, 4.5830, -0.9168)
H (-1.1078, -1.0102, -4.5126)
H (0.1992, -2.5227, 3.3408)
H (-2.7998, -2.8984, 0.3273)
H (-0.1577, 1.2934, 2.0901)
H (-2.3864, -1.2683, 0.8191)
H (4.5253, -1.0336, 1.2606)
H (-0.5273, -0.3888, 3.8886)
H (-1.3071, -1.9977, -1.2680)
H (1.7674, 2.1589, -4.0608)
H (-0.3702, -3.0121, -0.3656)
H (4.4932, -0.9719, -1.4164)
H (0.4683, -1.9834, 1.7045)
H (3.1864, -2.1520, 1.5930)
H (4.2957, 1.4524, -0.0555)
H (2.8076, 2.0409, -0.8456)
H (1.8755, 2.3944, -6.5245)
H (1.1144, 0.2901, 2.3445)
H (3.2469, -0.5659, 2.3951)
H (-1.7040, -0.3756, 2.5917)
H (3.2080, -2.1913, -1.5720)
H (-3.1225, 4.0356, 0.3414)
H (3.0821, -0.6506, -2.4569)
H (0.5027, 0.8926, -7.9666)

As for the spin multiplicity: 2. Its orbital gap (spin up / spin down) is 7.4 / 7.6 eV. For the LUMO energy (spin up / spin down), the calculation gives -7.74 / -7.52 eV. The net charge is +2. As for the highest occupied orbital energy (spin up / spin down): -15.109 / -15.108 eV.

Results of the Mulliken charge analysis, in e, for atoms 1 through 2:
1 Ru 0.6677
2 As 0.9405


Calculated relative energies: model i 0.0000; model ii 0.0353, given in hartree


Model i:
A 2-piece molecular cluster, CH5N2O overall, computed with ωB97M-V/def2-TZVPD.

Atoms and positions in Å:
O (-2.8455, 0.1355, -0.6402)
N (2.3918, -0.1514, 0.0472)
N (0.0592, 0.4120, -0.1253)
C (1.1193, -0.3821, 0.2619)
H (-1.9051, 0.1461, -0.8886)
H (0.6912, -0.8219, 1.1951)
H (2.8719, -0.5954, 0.8310)
H (0.5302, 0.8306, -0.9575)
H (-2.9129, 0.4266, 0.2764)

As for the spin multiplicity: 1. Its orbital gap is 7.4 eV. For the LUMO energy, the calculation gives 4.85 eV. The net charge is -1. As for the highest occupied orbital energy: -2.602 eV.

Results of the Mulliken charge analysis, in e, for atoms 1 through 2:
1 O -0.7754
2 N -0.7816


Model ii:
A 2-piece molecular cluster, CH5N2O overall, computed with ωB97M-V/def2-TZVPD.

Atoms and positions in Å:
O (-0.4711, -2.2858, -1.7039)
N (0.1554, 2.0154, 1.2375)
N (-0.1668, -0.1861, 0.3519)
C (0.4645, 0.9974, 0.4649)
H (-1.1039, 0.0845, 0.6826)
H (0.2732, -2.6516, -1.2201)
H (1.0124, 2.5505, 1.3602)
H (-0.7166, -1.4796, -1.2143)
H (1.5085, 0.7766, 0.1525)

As for the spin multiplicity: 1. Its orbital gap is 7.5 eV. For the LUMO energy, the calculation gives 4.85 eV. The net charge is -1. As for the highest occupied orbital energy: -2.661 eV.

Results of the Mulliken charge analysis, in e, for atoms 1 through 2:
1 O -0.7724
2 N -0.7988


Calculated relative energies: model i 0.0139; model ii 0.0000, given in hartree


Model i:
A 2-piece molecular cluster, C2H4OS overall, computed with ωB97M-V/def2-TZVPD.

Atoms and positions in Å:
S (-1.1376, 1.4275, -0.9593)
O (2.8296, -0.7452, 0.4287)
C (2.4935, -1.2891, -0.4943)
C (-0.6679, 0.2480, 0.3978)
H (-0.9916, 0.6444, 1.2769)
H (0.4343, 0.0834, 0.5047)
H (-1.8287, 0.3911, -1.5091)
H (-1.1317, -0.7600, 0.3545)

As for the spin multiplicity: 1. Its orbital gap is 10.1 eV. For the LUMO energy, the calculation gives 0.92 eV. As for the highest occupied orbital energy: -9.178 eV.

Results of the Mulliken charge analysis, in e, for atoms 1 through 2:
1 S -0.1931
2 O -0.1289


Model ii:
A 2-piece molecular cluster, C2H4OS overall, computed with ωB97M-V/def2-TZVPD.

Atoms and positions in Å:
S (2.9812, 0.2562, 0.1506)
O (1.1415, -1.4461, -0.2290)
C (0.1574, 0.7387, -0.0018)
C (1.3181, -0.1819, -0.0256)
H (0.5029, 1.7660, 0.1811)
H (0.3153, -2.8533, -0.7854)
H (-0.4292, 0.7331, -1.0224)
H (-0.6654, 0.5879, 0.7281)

As for the spin multiplicity: 1. Its orbital gap (spin up / spin down) is 10.4 / 5.8 eV. For the LUMO energy (spin up / spin down), the calculation gives 0.18 / -2.82 eV. As for the highest occupied orbital energy (spin up / spin down): -10.219 / -8.573 eV.

Results of the Mulliken charge analysis, in e, for atoms 1 through 2:
1 S -0.1101
2 O -0.4895


Calculated relative energies: model i 0.0000; model ii 0.1423, given in hartree